16
Properties=species:S:1:pos:R:3:forces:R:3:nbo_charge:R:1 method="wB97M-V/def2-TZVPD" charge=-1 orbital_gap_ha="0.1119 / 0.1119" homo_ev="-2.2 / -2.2"
C 2.069 1.522 2.579 -1.13 -1.63 1.65 0.08
C 1.088 1.721 1.693 1.42 0.47 -1.48 -0.54
C 0.081 0.647 1.366 -1.04 -0.44 0.44 -0.42
C -1.253 0.543 2.116 0.25 -0.14 0.12 -0.03
O -1.969 -0.570 1.739 -0.41 -1.30 -0.50 -1.08
K -1.945 -3.187 0.741 0.23 1.60 0.52 0.97
H 1.436 2.172 0.748 0.41 -0.22 -0.21 0.17
H 0.614 -0.305 1.536 -0.43 0.07 -0.33 0.18
H -0.149 0.720 0.287 0.10 -0.12 0.38 0.19
H -1.800 1.497 1.930 0.00 -0.16 0.15 0.09
H -0.997 0.512 3.202 -0.14 0.22 -0.19 0.10
O 3.430 1.346 2.026 3.96 -1.69 -0.91 -0.64
H 4.156 0.582 2.390 -2.64 2.59 -0.42 0.57
C 4.009 0.465 0.775 0.96 1.46 0.49 -0.43
C 3.426 -0.157 -0.169 -2.55 -1.86 0.88 0.43
O 2.848 -1.052 -0.758 1.02 1.16 -0.60 -0.64